[1]
Density functional theory data (ωB97M-V with the def2-TZVPD basis set) for C6H10ClF in the gas phase at a distorted geometry.

Calculated values
Total charge: 0
Energy above the lowest of the compared OMol25 structures with the same formula, charge and spin, kJ/mol: 0.0
Orbital gap, eV: 9.8
SMILES: C/C(Cl)=C(/C)CCF
LUMO level, eV: 0.927

The geometry in XYZ format:
```
18
Properties=species:S:1:pos:R:3:forces:R:3
C 2.184 -0.539 0.000 -0.17 0.40 -1.04
C 0.806 -1.125 0.086 -0.33 0.16 0.22
C -0.353 -0.488 0.309 0.25 -0.55 -0.12
C -1.702 -1.168 0.358 -0.20 0.79 -0.57
C -0.395 1.003 0.524 -0.30 0.37 -0.18
C -0.545 1.789 -0.775 -0.38 -0.36 0.21
H 2.826 -0.889 0.792 0.14 -0.11 0.43
H 2.661 -0.864 -0.950 -0.33 0.24 0.50
H 2.133 0.561 -0.016 0.16 -0.53 0.08
H -2.093 -1.123 1.377 -0.08 -0.07 -0.04
H -1.677 -2.188 0.010 0.07 -0.26 0.07
H -2.422 -0.624 -0.306 0.48 -0.28 0.55
H -1.273 1.267 1.138 0.28 -0.17 -0.05
H 0.489 1.367 1.039 0.06 0.04 0.13
H -1.395 1.400 -1.359 0.28 0.22 0.09
H -0.679 2.855 -0.576 -0.02 -0.07 -0.05
F 0.603 1.642 -1.538 0.10 0.07 -0.22
Cl 0.833 -2.876 -0.113 -0.03 0.14 0.00
```
Positions in Å, forces in eV/Å.

***

[2]
Density functional theory data (ωB97M-V with the def2-TZVPD basis set) for a 2-piece molecular cluster, C14H18BIN3O5 overall at a distorted geometry.

Calculated values
Total charge: +1
Orbital gap, eV: 6.2
LUMO level, eV: -5.486

The geometry in XYZ format:
```
42
Properties=species:S:1:pos:R:3:forces:R:3
C -3.868 0.098 0.138 -2.60 0.06 -1.32
O -2.409 0.254 0.231 1.57 -4.04 0.94
B -1.707 -1.039 0.347 -4.72 0.07 -0.87
O -2.511 -2.286 0.144 4.46 2.31 -0.12
N -0.205 -1.146 0.717 5.42 0.56 -1.32
N 0.058 -1.618 1.968 4.87 0.15 -0.19
C 1.468 -1.748 2.361 -0.12 0.27 -1.15
I 1.736 -2.496 4.452 -0.51 0.81 -2.04
C 2.870 -1.478 1.576 -3.35 1.25 -3.07
C 4.394 -1.680 2.137 -0.03 -1.75 -1.43
C 4.953 -3.300 1.643 -3.23 -2.60 -0.04
C 3.879 -4.585 2.102 0.69 1.33 -6.11
O 4.073 -4.020 0.570 3.09 2.64 3.46
C 2.535 -0.918 0.031 -3.45 -1.79 4.98
C 0.921 -0.817 -0.201 1.23 0.36 -0.94
C 0.482 -0.276 -1.722 1.11 0.46 0.06
O 0.018 -1.401 -2.599 -2.17 3.48 2.85
O 1.119 -1.923 -3.128 3.44 -0.68 -2.83
H -4.364 -0.492 1.018 1.40 0.97 -1.63
H -4.434 1.148 0.095 1.83 -2.17 0.19
H -4.118 -0.436 -0.895 0.50 1.01 2.36
H -1.848 -2.999 -0.144 -1.54 1.13 0.76
H 4.511 -1.654 3.301 -0.47 0.20 -2.37
H 5.087 -0.926 1.557 -1.50 -1.40 1.37
H 6.185 -3.526 1.692 -3.79 0.71 -0.29
H 2.725 -4.350 2.018 2.47 -0.68 1.60
H 4.238 -5.645 1.690 -0.74 2.02 2.43
H 3.375 -0.635 -0.749 -2.25 -0.64 1.62
H -0.266 0.624 -1.691 0.96 -2.15 0.13
H 1.452 0.142 -2.281 -2.00 -0.87 1.64
H 1.373 -1.321 -3.913 -0.70 -1.26 1.37
N -3.568 4.377 0.313 0.43 0.14 -0.96
C -3.656 5.550 -0.351 -0.03 -0.75 0.58
C -3.088 5.777 -1.594 0.17 -0.24 -0.13
C -2.382 4.740 -2.194 0.02 0.03 -0.05
C -2.271 3.520 -1.534 -0.08 0.31 -0.03
C -2.878 3.388 -0.295 -0.46 0.58 0.57
H -4.215 6.329 0.159 0.05 -0.04 -0.08
H -3.193 6.739 -2.083 0.00 -0.10 0.06
H -1.921 4.880 -3.168 -0.06 0.00 0.11
H -1.727 2.692 -1.975 -0.06 0.03 0.01
H -2.823 2.454 0.258 0.14 0.29 -0.11
```
Positions in Å, forces in eV/Å.

***

[3]
Density functional theory data (ωB97M-V with the def2-TZVPD basis set) for C31H29N11O6STi as an isolated structure at a distorted geometry.

Calculated values
Total charge: +1
Energy above the lowest of the compared OMol25 structures with the same formula, charge and spin, kJ/mol: 0.0
Spin multiplicity: 2
Orbital gap (spin up / spin down), eV: 7.1 / 6.9
LUMO level (spin up / spin down), eV: -3.576 / -3.708
Expectation value of S²: 0.75

The geometry in XYZ format:
```
79
Properties=species:S:1:pos:R:3:forces:R:3
Ti -0.107 0.797 -0.272 0.15 0.35 -1.03
O -1.054 -2.055 5.261 0.05 -0.13 0.00
C -1.128 -0.834 5.560 -0.50 -0.12 0.05
O -1.225 -0.239 6.622 0.21 0.04 -0.02
C -1.131 -0.033 4.266 0.14 0.13 -0.05
C -2.114 -0.275 3.308 0.01 -0.10 -0.05
C -1.926 0.193 2.028 0.10 0.00 0.22
N -0.819 0.877 1.692 -0.07 0.20 0.22
C 0.041 1.272 2.646 -0.11 -0.07 0.07
C -0.098 0.844 3.951 0.06 -0.02 -0.04
C 1.106 2.180 2.166 0.02 -0.15 0.16
C 2.009 2.798 3.015 0.02 0.17 -0.14
C 2.933 3.673 2.468 -0.01 -0.03 0.04
C 2.924 3.905 1.101 -0.01 0.00 -0.05
C 2.002 3.230 0.322 0.01 0.00 0.01
N 1.122 2.377 0.841 -0.03 -0.14 -0.05
C -2.855 -0.028 0.908 -0.12 -0.03 -0.05
C -4.138 -0.528 1.088 0.02 0.01 -0.03
C -4.970 -0.651 -0.009 -0.02 -0.01 0.03
C -4.503 -0.247 -1.249 0.03 0.02 -0.06
C -3.215 0.241 -1.341 0.02 0.02 0.04
N -2.391 0.335 -0.297 0.10 -0.05 0.03
H -2.956 -0.901 3.566 0.01 -0.02 -0.01
H 0.608 1.120 4.721 -0.01 0.00 0.01
H 1.986 2.614 4.078 -0.02 0.00 0.01
H 3.647 4.176 3.107 0.01 0.01 -0.01
H 3.617 4.593 0.639 0.01 0.01 0.01
H 1.955 3.370 -0.751 0.00 0.00 0.01
H -4.483 -0.804 2.074 0.00 0.00 0.01
H -5.973 -1.039 0.107 0.00 0.00 -0.01
H -5.122 -0.298 -2.133 -0.02 0.00 0.01
H -2.839 0.599 -2.289 -0.02 -0.01 -0.03
C -0.388 1.766 -5.717 0.00 -0.01 -0.01
C -0.791 2.618 -4.577 0.00 0.05 -0.03
N -1.158 3.855 -4.633 0.02 0.00 -0.01
N -1.385 4.214 -3.331 0.00 -0.04 0.01
C -1.165 3.225 -2.463 -0.06 -0.01 0.02
S -1.264 3.195 -0.793 0.10 -0.03 0.20
N -0.812 2.187 -3.260 -0.06 0.01 0.01
N -0.414 0.954 -2.741 -0.33 0.05 0.01
H -0.446 2.357 -6.627 0.00 0.00 0.00
H -1.048 0.903 -5.821 0.00 0.00 0.01
H 0.635 1.414 -5.578 0.00 0.00 0.00
H -1.671 5.152 -3.105 0.00 0.00 -0.01
H 0.560 0.835 -3.056 0.05 -0.02 -0.09
H -1.004 0.236 -3.151 -0.03 0.04 -0.04
C 4.874 0.929 -3.516 0.01 0.00 0.02
N 4.042 0.616 -2.353 0.00 0.02 0.00
C 4.570 0.032 -1.238 -0.05 0.00 -0.01
C 3.816 -0.307 -0.171 0.01 0.04 -0.07
C 2.427 0.000 -0.265 -0.07 -0.02 0.03
O 1.576 -0.161 0.659 0.07 -0.04 0.20
N 1.911 0.540 -1.385 0.10 0.11 0.47
C 2.683 0.863 -2.449 0.02 -0.25 0.08
O 2.201 1.330 -3.487 0.02 0.05 -0.10
H 5.918 0.872 -3.220 0.00 -0.01 -0.01
H 4.646 1.931 -3.866 0.00 0.00 -0.01
H 4.680 0.222 -4.321 0.00 0.01 -0.01
H 5.638 -0.137 -1.272 0.00 -0.01 0.02
H 4.230 -0.759 0.716 0.02 0.00 0.00
O -2.205 -4.547 4.767 -0.10 0.14 0.00
C -0.986 -4.811 4.155 0.08 -0.04 0.02
N -0.799 -3.979 2.959 0.05 0.02 0.01
C -0.587 -4.521 1.752 -0.13 -0.06 -0.08
O -0.475 -5.718 1.540 0.05 0.05 0.02
C -0.519 -3.599 0.543 0.00 -0.02 -0.04
C -0.592 -4.221 -0.699 -0.02 0.01 0.02
C -0.530 -3.455 -1.848 0.00 0.04 0.00
C -0.404 -2.085 -1.719 0.00 -0.06 0.06
N -0.329 -1.465 -0.539 0.06 -0.03 -0.05
C -0.365 -2.225 0.570 -0.02 0.02 0.03
H -2.112 -3.690 5.218 0.10 -0.03 0.05
H -0.981 -5.844 3.820 0.01 0.01 0.00
H -0.147 -4.633 4.830 -0.05 0.06 0.00
H -0.909 -2.986 3.117 0.08 -0.03 0.02
H -0.685 -5.298 -0.721 0.00 -0.01 -0.01
H -0.571 -3.904 -2.830 0.00 -0.01 0.00
H -0.333 -1.465 -2.602 0.03 -0.07 -0.01
H -0.233 -1.698 1.506 0.01 -0.01 0.00
```
Positions in Å, forces in eV/Å.

***

[4]
Density functional theory data (ωB97M-V with the def2-TZVPD basis set) for a 11-piece molecular cluster, C50H108O25S7 overall at a distorted geometry.

Calculated values
Total charge: 0
Orbital gap, eV: 9.4
SMILES: O=S1(=O)CCCC1.O=S1(=O)CCCC1.O=S1(=O)CCCC1.O=S1(=O)CCCC1.O=S1(=O)CCCC1.O=S1(=O)CCCC1.O=S1(=O)CCCC1.COCCOCCOC.COCCOCCOC.COCCOCCOC.COCCOC
LUMO level, eV: 0.037

The geometry in XYZ format:
```
190
Properties=species:S:1:pos:R:3:forces:R:3
C -1.030 5.170 1.230 -1.29 0.40 0.08
O -1.017 5.031 -0.162 1.06 0.61 -0.03
C -2.215 4.575 -0.739 0.82 -0.30 0.11
C -2.021 4.565 -2.223 0.05 0.01 0.16
O -1.071 3.602 -2.697 -1.62 0.93 1.07
C -0.858 3.873 -4.045 0.75 -0.11 -0.69
C 0.371 4.704 -4.206 0.39 1.81 -0.41
O 1.514 4.064 -3.705 0.79 -0.82 -0.64
C 2.289 3.289 -4.640 -0.95 -0.01 -0.18
H -1.656 6.013 1.498 -0.18 0.59 0.17
H -0.072 5.324 1.685 0.81 0.09 -0.36
H -1.493 4.342 1.729 -0.24 -1.00 0.19
H -3.094 5.216 -0.535 0.30 -0.18 0.26
H -2.336 3.567 -0.360 -0.84 -0.32 0.03
H -1.736 5.575 -2.543 0.04 -0.08 0.00
H -3.005 4.348 -2.625 -0.33 -0.14 -0.53
H -1.715 4.272 -4.621 0.12 -0.10 0.52
H -0.566 2.949 -4.458 -0.09 -1.48 -0.86
H 0.312 5.604 -3.566 -0.25 -0.08 -0.46
H 0.489 5.029 -5.281 0.02 -0.29 0.86
H 1.764 2.420 -5.101 -0.03 0.39 0.64
H 3.139 2.953 -4.079 0.41 -0.28 0.06
H 2.624 3.880 -5.494 0.07 0.39 0.08
C -3.099 -0.717 0.417 1.91 0.55 -0.21
O -4.301 -1.441 0.294 0.14 0.73 -0.73
C -4.233 -2.359 -0.812 -0.42 -0.61 1.80
C -5.599 -3.086 -0.897 0.91 -0.48 -0.66
O -6.671 -2.372 -1.547 0.88 -1.06 0.96
C -7.264 -1.371 -0.769 0.22 0.92 1.51
C -7.573 -1.595 0.769 0.61 -0.51 -1.63
O -8.279 -2.802 1.000 -0.46 0.51 0.56
C -8.713 -2.806 2.348 1.23 1.67 1.26
H -2.764 -0.100 -0.522 -0.80 -1.25 1.43
H -2.239 -1.412 0.697 -0.79 0.57 -0.62
H -3.150 -0.010 1.263 -0.31 -0.33 -0.45
H -3.437 -3.082 -0.494 -0.57 0.09 -0.73
H -3.915 -1.864 -1.730 -0.17 0.07 -0.16
H -5.868 -3.487 0.105 -0.07 0.55 -0.53
H -5.388 -3.978 -1.518 -0.41 0.42 0.08
H -8.204 -1.141 -1.216 -0.73 0.02 -0.60
H -6.644 -0.452 -0.830 -0.22 -0.22 0.30
H -8.255 -0.780 1.058 0.59 0.23 0.05
H -6.618 -1.620 1.324 -0.39 0.33 0.08
H -9.235 -1.848 2.734 0.64 -1.10 -1.10
H -7.833 -2.921 3.049 -0.64 0.01 -0.64
H -9.374 -3.603 2.525 -0.82 -1.15 -0.05
C 4.849 -6.703 0.794 0.74 0.13 -0.92
O 3.948 -5.722 0.335 -0.62 -0.29 -1.22
C 2.953 -6.349 -0.516 0.87 -0.99 1.89
C 2.031 -5.392 -1.139 -1.21 -1.11 0.71
O 1.102 -4.908 -0.162 0.94 0.68 -1.53
C 0.424 -3.763 -0.692 0.11 0.58 -0.50
C -0.130 -3.842 -2.159 -0.45 0.52 1.56
O -1.258 -4.682 -2.188 1.20 -0.79 -0.22
C -1.942 -4.536 -3.396 -0.31 1.04 -0.32
H 4.374 -7.675 0.934 -0.08 -0.05 0.01
H 5.176 -6.343 1.742 0.61 0.04 0.78
H 5.735 -6.828 0.094 -0.92 0.10 0.66
H 2.449 -7.042 0.202 -0.17 0.17 -0.96
H 3.421 -6.920 -1.329 0.22 -0.05 0.22
H 1.448 -6.000 -1.872 0.44 0.70 0.02
H 2.655 -4.644 -1.602 -0.20 0.78 -0.35
H 1.053 -2.810 -0.702 -0.51 -1.31 0.45
H -0.395 -3.702 0.045 -0.05 0.69 -0.70
H 0.583 -4.064 -2.974 0.00 -0.16 0.54
H -0.511 -2.837 -2.356 0.27 0.45 -0.03
H -1.378 -4.491 -4.346 0.67 0.26 0.62
H -2.507 -3.575 -3.309 -0.24 -0.88 -0.53
H -2.474 -5.446 -3.519 -1.39 -0.39 0.03
C -5.743 1.242 -3.307 -0.79 0.14 0.85
C -4.331 1.087 -2.740 -0.71 1.02 0.50
C -3.405 0.909 -3.900 0.72 0.42 -1.30
S -4.439 0.135 -5.165 1.41 0.42 -2.00
O -3.893 -1.154 -5.553 -0.54 0.35 0.50
O -4.581 1.143 -6.209 -0.50 -0.54 0.42
C -5.919 0.016 -4.221 -0.92 1.33 0.21
H -5.897 2.195 -3.844 0.28 -0.50 -0.14
H -6.463 1.295 -2.459 0.34 -0.37 -0.62
H -4.421 0.235 -2.077 0.55 -0.16 0.28
H -4.110 1.991 -2.178 0.32 -0.22 0.35
H -2.577 0.194 -3.834 0.04 0.50 0.52
H -3.061 1.917 -4.342 -0.49 -1.70 0.65
H -5.960 -0.925 -3.701 0.11 -0.38 0.39
H -6.816 0.149 -4.820 0.22 -0.27 -0.46
C -6.095 3.018 3.794 1.53 0.24 1.35
C -5.421 1.616 3.972 -0.56 1.92 -1.56
C -5.555 1.138 2.539 -0.83 -1.90 1.58
S -4.912 2.321 1.488 1.79 1.53 -0.55
O -5.464 2.148 0.169 -0.51 0.42 0.08
O -3.447 2.364 1.554 -1.23 0.02 0.43
C -5.529 3.729 2.528 0.53 -1.29 1.41
H -5.862 3.685 4.657 -0.48 -0.50 -0.47
H -7.141 2.768 3.795 -0.66 0.53 -0.38
H -5.919 1.072 4.745 -0.34 -0.67 0.10
H -4.388 1.665 4.172 1.32 0.24 0.62
H -6.612 1.055 2.333 -0.38 -0.09 -0.51
H -5.094 0.191 2.374 0.45 -0.72 -0.45
H -6.264 4.378 2.123 -0.44 0.44 -0.95
H -4.656 4.287 2.901 -0.15 -0.15 -0.74
C 4.128 -1.149 2.707 -0.62 2.36 -1.11
C 5.538 -0.903 2.108 0.27 -1.75 0.89
C 6.016 0.482 2.467 -0.78 0.90 -0.34
S 4.575 1.483 3.016 1.60 -2.69 3.58
O 4.425 2.621 2.203 -0.46 2.30 -1.82
O 4.735 1.709 4.476 -0.83 -0.69 -2.21
C 3.362 0.214 2.564 0.97 -0.21 1.31
H 4.115 -1.457 3.739 0.18 -0.22 0.31
H 3.596 -1.814 2.066 -0.36 -0.90 -0.12
H 5.524 -1.088 1.034 -0.01 0.09 0.05
H 6.191 -1.688 2.614 -0.46 1.03 -0.98
H 6.345 1.142 1.655 0.55 -0.68 0.05
H 6.701 0.370 3.280 0.51 0.71 0.45
H 3.018 0.445 1.571 0.01 -0.13 -0.50
H 2.568 0.355 3.274 -0.63 -0.15 0.27
C 7.758 -2.130 -3.254 1.40 -0.26 0.31
C 8.091 -0.628 -3.493 -0.89 1.61 1.17
C 6.790 0.098 -3.901 -0.28 -2.75 -2.80
S 5.558 -0.670 -2.872 -1.71 1.18 0.68
O 4.255 -0.696 -3.546 1.30 -0.26 0.64
O 5.587 -0.067 -1.517 0.26 -0.75 -1.62
C 6.343 -2.305 -2.741 -1.04 0.84 -0.11
H 8.514 -2.543 -2.499 -1.04 0.31 -1.31
H 7.819 -2.660 -4.220 0.34 0.13 0.49
H 8.843 -0.445 -4.246 0.28 -0.24 -0.08
H 8.379 -0.077 -2.572 0.35 -0.82 -0.28
H 6.563 -0.278 -4.988 -0.05 0.56 1.86
H 6.641 1.154 -3.955 0.38 0.70 0.55
H 5.691 -3.030 -3.240 0.39 0.18 -0.13
H 6.244 -2.443 -1.687 0.26 -0.43 0.77
C 1.254 -3.297 3.852 0.14 -0.06 -0.02
C 0.303 -4.184 4.653 1.10 -1.35 -0.38
C 1.142 -5.070 5.621 0.13 2.67 0.59
S 2.495 -5.601 4.632 1.09 0.08 0.43
O 2.138 -6.855 4.062 -0.38 -1.17 -0.81
O 3.773 -5.526 5.315 -0.67 0.40 -0.09
C 2.345 -4.319 3.410 -0.77 0.89 -1.08
H 1.675 -2.416 4.394 -0.35 -0.75 -0.18
H 0.666 -2.929 2.984 0.74 -0.01 0.30
H -0.098 -4.885 3.920 -0.26 -0.11 -0.13
H -0.541 -3.707 5.069 -0.69 0.70 0.88
H 0.566 -5.859 6.058 0.08 -0.56 0.24
H 1.648 -4.409 6.372 -0.72 -0.62 -0.19
H 1.943 -4.817 2.515 0.40 0.00 0.14
H 3.301 -3.870 3.172 0.20 -0.15 0.10
C 4.450 5.675 -1.997 -1.22 0.74 -2.41
C 5.246 5.221 -0.766 -2.82 0.27 0.68
C 5.860 3.916 -1.115 0.34 -1.03 -0.34
S 6.185 3.918 -2.916 -0.06 0.31 0.04
O 5.386 2.942 -3.656 0.65 0.25 0.76
O 7.622 3.974 -3.123 -0.63 -0.23 -0.05
C 5.412 5.520 -3.210 0.97 -0.09 0.77
H 4.046 6.748 -2.020 0.62 -1.52 0.50
H 3.547 4.996 -2.267 1.35 0.97 0.93
H 4.457 4.998 -0.009 0.72 0.29 -0.10
H 5.872 5.972 -0.328 0.64 0.42 -0.18
H 5.138 3.158 -0.858 -0.18 -0.61 -0.43
H 6.763 3.664 -0.585 0.49 0.07 -0.07
H 5.028 5.454 -4.215 -0.54 0.12 -0.15
H 6.253 6.230 -3.199 -0.36 -0.03 0.12
C 2.336 2.483 -0.569 1.44 -0.21 0.13
C 1.256 2.650 0.483 -0.02 -1.47 0.68
C 0.022 1.935 0.007 0.10 -0.03 -0.70
S 0.640 0.495 -0.802 2.78 -0.64 -0.66
O -0.263 0.142 -1.829 -1.92 -0.82 -1.57
O 1.124 -0.601 0.046 -0.62 1.29 0.40
C 2.148 1.246 -1.507 -0.80 0.81 1.23
H 3.248 2.458 0.072 -0.11 -0.02 -1.14
H 2.297 3.380 -1.151 0.40 0.46 -0.69
H 1.091 3.676 0.714 -0.16 0.70 0.10
H 1.659 2.151 1.381 -0.62 0.26 0.01
H -0.587 2.427 -0.772 0.60 -0.04 0.31
H -0.613 1.542 0.743 -1.08 -0.21 1.36
H 2.069 1.516 -2.555 -0.64 0.17 0.05
H 2.882 0.467 -1.492 0.66 -0.30 0.49
C -2.941 -2.222 3.556 -1.30 0.25 0.13
O -2.862 -0.824 3.857 0.50 -1.20 -1.21
C -1.509 -0.555 4.068 0.70 1.81 2.31
C -1.473 0.962 4.479 1.54 -0.16 -3.59
O -0.256 1.224 5.126 -0.60 -1.45 -0.31
C -0.241 2.391 5.837 0.80 0.92 0.56
H -3.993 -2.403 3.267 0.63 -0.15 -0.07
H -2.739 -2.749 4.487 0.09 -0.40 0.05
H -2.237 -2.567 2.773 -0.35 0.39 0.23
H -0.821 -0.809 3.236 -0.55 0.17 0.13
H -1.156 -1.096 5.004 -0.19 0.26 -0.99
H -2.358 1.177 5.030 -0.61 0.21 0.92
H -1.477 1.627 3.512 -0.41 -1.05 1.46
H 0.725 2.401 6.312 0.55 0.54 -0.02
H -0.927 2.441 6.653 -1.05 -0.33 0.65
H -0.423 3.282 5.240 0.22 0.20 -0.39
```
Positions in Å, forces in eV/Å.